The following is a quantum chemistry calculation of a single CH2N2O molecule in a non-equilibrium geometry, from the OMol25 dataset.

The geometry in ORCA input format:
```
! wB97M-V def2-TZVPD RIJCOSX def2/J DEFGRID3
* xyz 0 1
C -0.297 -0.012 0.576
N -0.655 1.113 0.065
N 0.141 -0.615 -0.554
O -0.132 0.809 -1.160
H 1.119 -0.908 -0.519
H -0.177 -0.387 1.592
*
```

Results
**Structure (SMILES)**: c1no[nH]1
**HOMO energy**: -9.993 eV
**Energy above the lowest of the compared OMol25 structures with the same formula, charge and spin**: 105.9 kcal/mol
**LUMO**: 0.777 eV
**Molecular weight**: 58.040 g mol⁻¹
**Frontier orbital gap**: 10.770 eV

The following is a quantum chemistry calculation of a single C7H8 molecule, from the OMol25 dataset.

The geometry in ORCA input format:
```
! wB97M-V def2-TZVPD RIJCOSX def2/J DEFGRID3
* xyz 0 1
C -0.782 0.764 1.149
C 0.360 0.137 0.342
C -0.126 -0.340 -1.049
C -0.853 -1.609 -0.951
C -1.393 -2.678 -0.824
C 1.487 1.069 0.208
C 2.422 1.822 0.108
H -1.155 1.662 0.644
H -1.607 0.053 1.254
H -0.438 1.054 2.147
H 0.724 -0.748 0.879
H -0.763 0.432 -1.498
H 0.732 -0.471 -1.717
H -1.862 -3.632 -0.719
H 3.254 2.486 0.027
*
```

Results
**Structure (SMILES)**: C#CC[C@H](C)C#C
**HOMO energy**: -9.947 eV
**Energy above the lowest of the compared OMol25 structures with the same formula, charge and spin**: 85.2 kcal/mol
**LUMO**: 1.034 eV
**Molecular weight**: 92.141 g mol⁻¹
**Frontier orbital gap**: 10.980 eV

The following is a quantum chemistry calculation of 13 unconnected molecules or ions with the total composition C48H121N7O20 in a non-equilibrium geometry, from the OMol25 dataset.

The geometry in ORCA input format:
```
! wB97M-V def2-TZVPD RIJCOSX def2/J DEFGRID3
* xyz 4 1
C -0.486 -6.148 1.604
O -1.665 -5.768 0.983
C -2.098 -4.534 1.435
C -3.434 -4.310 0.709
N -3.974 -2.930 0.903
H -2.732 -1.821 0.098
H -4.935 -2.955 0.551
C -4.130 -2.624 2.369
C -5.539 -2.990 2.848
O -5.657 -2.695 4.244
C -6.309 -3.725 4.916
H 0.035 -6.940 1.031
H -0.653 -6.442 2.639
H 0.165 -5.320 1.799
H -1.345 -3.824 1.145
H -2.196 -4.586 2.526
H -4.245 -5.011 0.987
H -3.163 -4.308 -0.327
H -3.939 -1.569 2.500
H -3.363 -3.144 2.915
H -5.710 -4.071 2.614
H -6.337 -2.420 2.326
H -7.258 -3.994 4.453
H -6.473 -3.497 5.966
H -5.740 -4.703 5.015
C -6.472 4.190 -5.637
O -7.843 3.689 -6.074
C -8.180 4.493 -6.965
C -0.920 18.559 -3.106
N -1.332 17.811 -4.091
H -0.529 17.267 -4.627
H -2.106 17.915 -4.789
C 6.936 13.085 -2.518
C 6.574 14.041 -1.492
O 6.581 15.159 -2.134
C 6.993 16.449 -1.708
H -6.546 5.135 -5.061
H -5.888 4.267 -6.584
H -5.903 3.536 -5.031
H -7.489 5.410 -7.218
H -9.001 4.234 -7.666
H 0.070 18.603 -2.587
H -1.759 19.204 -2.826
H 7.181 13.425 -3.613
H 7.279 12.063 -2.214
H -1.199 2.734 -10.315
H 6.395 13.789 -0.446
H 6.651 16.596 -0.679
H 6.492 17.225 -2.414
H 8.043 16.487 -2.075
C 7.054 -1.307 -4.658
O 5.965 -0.948 -3.824
C 5.678 0.399 -4.087
C 4.996 0.677 -5.389
N 3.613 0.196 -5.337
H 3.659 -0.826 -5.296
H 3.158 0.484 -4.446
C 2.670 0.614 -6.474
C 3.036 -0.222 -7.681
O 3.255 -1.548 -7.367
C 3.642 -2.400 -8.402
H 6.775 -1.440 -5.694
H 7.401 -2.221 -4.237
H 7.872 -0.564 -4.525
H 6.597 0.945 -4.098
H 5.038 0.753 -3.326
H 5.514 0.309 -6.240
H 5.015 1.792 -5.468
H 2.948 1.599 -6.574
H 1.658 0.384 -6.075
H 3.954 0.110 -8.163
H 2.270 -0.137 -8.471
H 3.869 -3.344 -8.035
H 4.609 -2.007 -8.815
H 2.813 -2.298 -9.231
C -0.405 -2.291 -6.355
O 0.013 -1.358 -5.419
C 0.105 -1.914 -4.108
C -1.210 -2.091 -3.282
N -1.735 -0.769 -2.984
H -2.286 -0.855 -2.084
H -0.822 -0.218 -2.799
C -2.550 -0.181 -4.086
C -4.009 -0.590 -4.038
O -4.683 -0.264 -2.851
C -6.047 -0.675 -2.914
H -0.750 -1.721 -7.229
H -1.233 -2.858 -6.030
H 0.461 -2.900 -6.661
H 0.788 -1.213 -3.606
H 0.548 -2.909 -4.221
H -1.007 -2.668 -2.340
H -1.975 -2.688 -3.759
H -2.196 -0.501 -5.048
H -2.514 0.948 -3.997
H -4.110 -1.713 -4.266
H -4.459 -0.052 -4.825
H -6.396 -0.442 -3.948
H -6.690 -0.084 -2.231
H -6.215 -1.727 -2.695
C 1.382 -3.350 7.904
O 1.892 -2.840 6.646
C 1.547 -3.741 5.629
C 1.810 -3.342 4.203
N 3.249 -3.026 3.864
H 3.909 -3.823 4.053
H 3.236 -2.820 2.786
C 3.811 -1.867 4.662
C 5.135 -1.508 4.048
O 4.880 -0.589 3.001
C 6.060 -0.408 2.234
H 0.314 -3.512 7.786
H 1.574 -2.563 8.654
H 1.997 -4.283 8.254
H 0.454 -3.938 5.747
H 1.978 -4.704 5.820
H 1.150 -2.514 4.019
H 1.475 -4.163 3.476
H 3.848 -2.220 5.681
H 3.098 -1.015 4.677
H 5.599 -2.426 3.712
H 5.854 -1.076 4.764
H 7.009 -0.143 2.802
H 5.799 0.424 1.547
H 6.286 -1.345 1.742
C -5.028 3.020 12.287
O -5.784 2.938 11.046
C -7.137 3.227 11.221
C -7.793 3.396 9.849
N -7.766 2.249 8.919
H -6.829 2.010 8.679
H -8.185 1.345 9.271
C -8.388 2.526 7.556
C -8.122 1.240 6.740
O -6.804 0.961 7.040
C -6.200 -0.119 6.312
H -5.616 2.446 13.110
H -4.780 4.021 12.646
H -4.087 2.534 12.130
H -7.158 4.188 11.785
H -7.557 2.382 11.817
H -7.305 4.222 9.355
H -8.817 3.680 10.038
H -7.871 3.300 7.038
H -9.453 2.703 7.754
H -8.193 1.437 5.659
H -8.702 0.350 7.059
H -6.265 0.140 5.217
H -6.782 -1.035 6.384
H -5.152 -0.240 6.654
C 4.480 -8.934 -0.354
O 3.841 -7.656 -0.646
C 3.232 -7.521 -1.874
C 2.347 -6.344 -1.775
N 3.182 -5.144 -1.453
H 2.595 -4.376 -1.015
H 3.941 -5.348 -0.791
C 3.864 -4.571 -2.622
C 5.106 -3.871 -2.140
O 5.884 -4.935 -1.441
C 7.139 -4.359 -1.116
H 4.312 -9.232 0.674
H 5.515 -8.808 -0.492
H 4.060 -9.651 -1.040
H 2.616 -8.375 -2.234
H 3.997 -7.451 -2.648
H 1.514 -6.393 -1.078
H 1.881 -6.206 -2.724
H 3.242 -3.786 -3.124
H 3.953 -5.305 -3.378
H 4.764 -3.055 -1.489
H 5.541 -3.413 -3.010
H 7.854 -4.483 -1.933
H 7.486 -5.023 -0.331
H 7.069 -3.332 -0.663
C 1.806 2.427 -1.612
C 1.506 1.259 -2.505
O 0.290 0.992 -2.617
O 2.513 0.675 -3.056
H 1.095 3.284 -1.676
H 2.793 2.879 -1.738
H 1.889 2.061 -0.586
C -1.141 0.894 0.627
C -1.642 -0.481 0.937
O -1.681 -1.166 1.951
O -2.213 -1.021 -0.208
H -0.956 0.896 -0.410
H -0.232 1.162 1.182
H -1.981 1.501 1.023
C 1.915 -1.093 0.588
C 2.253 -2.591 0.365
O 1.685 -3.163 -0.576
O 3.132 -3.141 1.070
H 1.201 -1.104 1.419
H 1.563 -0.711 -0.383
H 2.692 -0.415 0.937
*
```

Results
**HOMO energy**: -9.029 eV
**Energy above the lowest of the compared OMol25 structures with the same formula, charge and spin**: 31.9 kcal/mol
**LUMO**: -8.446 eV
**Molecular weight**: 1116.525 g mol⁻¹
**Frontier orbital gap**: 0.583 eV

The following is a quantum chemistry calculation of a molecular structure, C34H23BrCl3CrO4S3Sb, from the OMol25 dataset.

The geometry in ORCA input format:
```
! wB97M-V def2-TZVPD RIJCOSX def2/J DEFGRID3
* xyz -2 5
Cr 0.510 -0.524 1.149
Cl -2.883 6.367 2.121
C -2.359 4.922 1.269
C -1.525 4.015 1.908
C -1.110 2.900 1.215
Cl -0.066 1.763 2.026
C -1.441 2.620 -0.156
O -0.980 1.621 -0.781
C -2.333 3.586 -0.714
Cl -2.870 3.332 -2.357
C -2.780 4.702 -0.030
H -1.192 4.179 2.925
H -3.459 5.395 -0.512
Br -1.521 -1.178 -0.238
C -1.158 -3.051 -0.188
C -2.049 -3.912 -0.743
C -1.766 -5.296 -0.700
C -0.616 -5.744 -0.114
C 0.327 -4.843 0.444
C 1.539 -5.290 1.020
C 2.439 -4.378 1.494
C 2.177 -2.992 1.431
C 0.998 -2.491 0.930
C 0.069 -3.443 0.411
H -2.958 -3.541 -1.202
H -2.469 -5.996 -1.140
H -0.404 -6.809 -0.076
H 1.735 -6.358 1.069
H 3.371 -4.719 1.931
H 2.926 -2.311 1.808
S 1.879 -0.168 -0.758
Sb 2.061 2.191 -1.002
C 1.977 2.109 -3.210
C 1.105 2.943 -3.906
C 1.039 2.898 -5.299
C 1.862 2.028 -6.003
C 2.739 1.193 -5.312
C 2.790 1.229 -3.923
C 4.244 2.153 -1.027
C 5.024 2.737 -2.029
C 6.416 2.708 -1.965
C 7.051 2.104 -0.887
C 6.288 1.523 0.123
C 4.901 1.540 0.045
C 2.385 3.786 1.054
C 2.839 3.364 2.289
C 2.665 4.189 3.397
C 2.042 5.427 3.257
C 1.579 5.833 2.010
C 1.741 5.000 0.904
H 0.454 3.619 -3.357
H 0.343 3.537 -5.833
H 1.806 1.983 -7.086
H 3.380 0.511 -5.863
H 3.456 0.562 -3.384
H 4.538 3.215 -2.875
H 7.005 3.157 -2.758
H 8.135 2.080 -0.836
H 6.780 1.055 0.968
H 4.314 1.049 0.819
H 3.293 2.389 2.426
H 2.986 3.840 4.371
H 1.897 6.063 4.124
H 1.067 6.785 1.900
H 1.350 5.305 -0.063
O 1.966 -0.208 2.444
S 1.358 -0.565 3.810
O 1.222 0.618 4.633
O 2.106 -1.640 4.430
S -0.492 -1.227 3.253
*
```

Results
**Expectation value of S²**: 6.086
**HOMO energy (spin up / spin down)**: -2.101 / -2.505 eV
**Energy above the lowest of the compared OMol25 structures with the same formula, charge and spin**: 32.4 kcal/mol
**LUMO (spin up / spin down)**: 4.214 / 4.127 eV
**Molecular weight**: 951.774 g mol⁻¹
**Frontier orbital gap (spin up / spin down)**: 6.315 / 6.632 eV